[1]
Here is a 13-piece molecular cluster, C41H69Cl13N6O5 overall at a distorted geometry from the OMol25 dataset. Energies are from ωB97M-V/def2-TZVPD.

Output
frontier orbital gap: 0.0927 Eh
energy: -225590.3752 eV

Geometry as XYZ:
```
134
Properties=species:S:1:pos:R:3:lowdin_charge:R:1
C 4.656 26.708 24.371 0.0507
N 5.030 25.603 23.463 -0.0491
C 4.251 24.555 23.383 0.0245
C 4.359 23.633 22.325 0.0679
C 5.296 23.852 21.355 -0.1591
C 6.118 25.006 21.418 0.0472
C 5.956 25.823 22.541 -0.0083
C 5.362 22.874 20.226 -0.0616
C 5.735 21.461 20.416 0.0759
C 5.691 20.585 19.347 0.0282
N 5.566 21.061 18.051 -0.1121
C 5.341 22.397 17.787 0.0185
C 5.221 23.275 18.863 0.0452
C 5.708 20.235 16.876 0.0082
H 3.647 27.065 24.165 0.1060
H 5.434 27.464 24.482 0.0899
H 4.620 26.198 25.333 0.0959
H 3.477 24.448 24.129 0.1031
H 3.757 22.737 22.283 0.0824
H 6.762 25.317 20.608 0.1178
H 6.485 26.754 22.683 0.1341
H 5.853 21.115 21.432 0.0979
H 5.972 19.549 19.468 0.1181
H 5.158 22.593 16.741 0.1428
H 5.051 24.307 18.590 0.1285
H 4.670 20.098 16.571 0.1163
H 6.033 19.245 17.197 0.1065
H 6.306 20.777 16.145 0.1125
C 0.542 25.529 25.167 -0.3852
O 1.405 25.688 24.084 -0.4062
H 1.020 25.339 26.128 0.0133
H 0.023 26.437 25.474 0.0414
H -0.136 24.678 25.109 0.0435
Cl 6.841 23.430 26.221 0.6035
O 7.558 24.443 25.533 -0.3756
O 7.041 22.166 25.539 -0.3974
O 7.436 23.186 27.527 -0.3855
O 5.428 23.729 26.375 -0.3696
Cl 11.173 19.734 28.490 0.5794
C 10.228 21.079 27.889 -0.6590
C 10.984 22.435 28.047 -0.5877
Cl 10.545 23.380 29.532 0.5580
H 9.408 21.086 28.606 0.0349
H 9.829 20.777 26.920 0.0724
H 10.734 23.136 27.251 0.0570
H 12.062 22.307 27.950 0.0619
Cl 2.463 19.210 25.458 0.4866
C 3.199 20.883 25.470 -0.5904
C 2.117 21.948 25.074 -0.5563
Cl 1.589 21.574 23.364 0.5134
H 3.966 20.823 24.699 0.0293
H 3.674 21.117 26.423 0.0537
H 2.457 22.981 25.007 0.0356
H 1.159 21.973 25.593 0.0479
Cl 11.710 27.923 26.427 0.5874
C 11.942 27.949 28.180 -0.6205
C 11.496 26.609 28.876 -0.7473
Cl 11.467 26.611 30.587 0.5994
H 11.244 28.677 28.593 0.0595
H 12.971 28.254 28.372 0.0655
H 11.952 25.682 28.530 0.0443
H 10.445 26.576 28.589 0.0239
Cl 11.778 28.609 22.644 0.5685
C 10.115 28.031 22.446 -0.6742
C 10.046 26.512 22.368 -0.5699
Cl 10.609 25.653 23.938 0.4933
H 9.718 28.647 21.639 0.0693
H 9.389 28.324 23.205 0.0424
H 10.737 26.223 21.575 0.0538
H 9.130 26.069 21.978 0.0479
Cl 4.581 23.024 32.286 0.5992
C 5.980 23.095 31.271 -0.6917
C 6.852 24.398 31.380 -0.6652
Cl 5.947 25.779 30.889 0.6169
H 5.667 22.727 30.294 0.0601
H 6.725 22.355 31.563 0.0693
H 7.771 24.308 30.801 0.0486
H 7.197 24.563 32.400 0.0694
Cl 1.954 29.776 29.266 0.4685
C 1.640 28.263 28.300 -0.6326
C 2.399 26.988 28.754 -0.6558
Cl 1.757 26.578 30.313 0.5941
H 1.823 28.582 27.274 0.0577
H 0.560 28.140 28.384 0.0532
H 3.487 26.947 28.686 0.0530
H 2.025 26.138 28.182 0.0328
C 1.389 23.071 29.224 -0.0957
C 2.459 21.915 29.341 -0.1969
C 1.676 20.548 29.339 -0.1579
C 0.542 20.559 28.381 -0.2646
N -0.365 20.556 27.668 0.1527
H 0.545 23.065 29.914 0.0810
H 0.991 22.982 28.213 0.0523
H 1.818 24.065 29.350 0.0115
H 3.123 22.068 30.192 0.0450
H 3.093 22.012 28.460 0.0823
H 1.259 20.277 30.309 0.1166
H 2.323 19.752 28.971 0.1014
C 7.187 17.463 25.976 -0.1135
C 7.051 17.142 27.485 -0.2149
C 7.932 18.126 28.373 -0.1879
C 7.752 17.834 29.835 -0.2129
N 7.618 17.633 30.987 0.1214
H 7.118 18.551 25.969 0.0614
H 6.439 17.073 25.286 0.0642
H 8.146 17.241 25.508 0.0615
H 7.524 16.172 27.639 0.0994
H 6.043 17.060 27.893 0.1067
H 7.924 19.209 28.247 0.0944
H 8.974 17.934 28.114 0.0736
C 8.215 27.968 25.610 -0.1597
C 8.391 27.609 27.038 -0.2528
C 7.024 27.253 27.754 -0.1502
C 6.023 28.350 27.833 -0.2061
N 5.175 29.183 27.899 0.1423
H 9.214 28.313 25.343 0.0203
H 7.630 28.860 25.386 0.0832
H 7.859 27.215 24.907 0.0534
H 8.906 28.405 27.575 0.1049
H 9.019 26.719 27.007 0.0851
H 7.083 26.676 28.677 0.0563
H 6.473 26.660 27.024 0.0840
C 7.730 17.086 20.596 -0.1055
C 8.473 18.341 20.917 -0.2806
C 8.233 18.744 22.376 -0.1889
C 6.841 18.946 22.724 -0.2080
N 5.695 19.039 22.944 0.1943
H 6.705 17.414 20.422 0.0643
H 7.671 16.446 21.476 0.0871
H 8.227 16.602 19.756 0.0826
H 8.089 19.119 20.256 0.0844
H 9.555 18.295 20.795 0.1172
H 8.975 19.542 22.418 0.1241
H 8.723 18.007 23.013 0.1196
```


[2]
Here is C41H71BN2O9PbS2Sb as an isolated structure at a distorted geometry from the OMol25 dataset. Energies are from ωB97M-V/def2-TZVPD.

Output
energy above the lowest of the compared OMol25 structures with the same formula, charge and spin: 0.000 eV
frontier orbital gap: 0.3005 Eh
energy: -99211.2318 eV
total charge: +1

Geometry as XYZ:
```
128
Properties=species:S:1:pos:R:3:lowdin_charge:R:1
Pb 0.888 0.248 -0.051 1.2369
O 1.280 2.313 1.806 -0.2348
H 2.220 2.590 1.696 0.0204
H 0.743 3.089 1.606 0.0253
O -1.284 -1.401 -0.438 -0.1379
H -1.671 -1.756 0.371 0.0491
H -1.083 -2.155 -1.020 0.0300
O 0.953 0.880 -2.851 -0.1084
H 1.229 0.041 -3.258 0.0336
H 1.760 1.342 -2.570 0.0164
C 5.302 1.225 -0.661 -0.1139
S 3.737 1.547 0.113 0.3966
O 3.898 2.680 1.004 -0.3052
O 3.328 0.311 0.804 -0.4969
O 2.768 1.821 -0.977 -0.4570
H 6.020 1.022 0.129 0.0758
H 5.581 2.109 -1.228 0.0739
H 5.177 0.361 -1.309 0.0694
C 2.563 -4.789 -1.655 -0.0002
C 2.209 -3.568 -0.810 -0.5622
C 3.415 -3.085 -0.019 -0.0067
C 1.050 -3.885 0.130 -0.0167
O 1.863 -2.476 -1.709 0.1183
H 2.902 -5.605 -1.018 0.1009
H 3.354 -4.540 -2.363 0.1018
H 1.686 -5.124 -2.214 0.0888
H 3.622 -3.774 0.799 0.0975
H 3.226 -2.090 0.386 0.0547
H 4.295 -3.026 -0.661 0.0979
H 1.349 -4.675 0.817 0.1009
H 0.178 -4.223 -0.427 0.0909
H 0.794 -2.990 0.702 0.0520
C 0.607 -2.917 -5.914 0.0012
C -0.050 -2.206 -4.737 -0.4221
C -0.718 -0.925 -5.225 -0.0046
O 1.016 -1.835 -3.829 0.1394
B 0.917 -2.562 -2.670 -0.8549
O -0.255 -3.295 -2.617 0.1206
C -0.986 -3.139 -3.864 -0.4203
C -1.215 -4.530 -4.438 0.0002
C -2.334 -2.508 -3.525 -0.0087
H 1.295 -2.226 -6.400 0.0987
H -0.138 -3.240 -6.639 0.0984
H 1.186 -3.776 -5.576 0.0964
H -0.010 -0.371 -5.841 0.1006
H -1.009 -0.297 -4.384 0.0674
H -1.595 -1.152 -5.831 0.0998
H -0.278 -5.069 -4.564 0.0916
H -1.730 -4.475 -5.396 0.0996
H -1.838 -5.094 -3.744 0.0982
H -2.206 -1.529 -3.065 0.0685
H -2.857 -3.156 -2.821 0.1011
H -2.949 -2.414 -4.419 0.0991
C -1.228 6.305 -2.623 -0.1051
C -1.096 5.891 -4.089 -0.2491
C -0.393 4.548 -4.308 -0.1854
C -1.194 3.331 -3.855 -0.1742
N -1.103 3.150 -2.407 0.0402
C -1.609 2.191 -1.655 -0.7575
S -1.097 2.091 0.004 0.6308
N -2.553 1.333 -2.041 0.0415
C -3.539 1.483 -3.112 -0.1693
C -4.503 2.653 -2.889 -0.1911
C -5.581 2.411 -1.827 -0.2436
C -5.078 2.367 -0.383 -0.1031
H -1.703 7.284 -2.552 0.0754
H -0.246 6.377 -2.151 0.0781
H -1.838 5.601 -2.057 0.0572
H -0.533 6.660 -4.620 0.1087
H -2.089 5.848 -4.546 0.1085
H 0.584 4.548 -3.813 0.1203
H -0.211 4.425 -5.377 0.1170
H -0.796 2.436 -4.336 0.1126
H -2.236 3.464 -4.149 0.1048
H -0.343 3.643 -1.962 0.1205
H -2.810 0.708 -1.293 0.0920
H -4.099 0.548 -3.150 0.1262
H -3.022 1.597 -4.064 0.0975
H -4.999 2.853 -3.842 0.1186
H -3.928 3.547 -2.624 0.1053
H -6.110 1.483 -2.061 0.1092
H -6.310 3.219 -1.910 0.1087
H -4.500 1.470 -0.162 0.0509
H -5.925 2.379 0.303 0.0752
H -4.451 3.232 -0.157 0.0765
C 0.348 -0.359 6.353 -0.0360
C 0.201 -1.714 5.712 -0.2797
C -0.194 -2.791 6.503 -0.0406
C -0.365 -4.061 5.975 -0.0739
C -0.132 -4.278 4.628 -0.0859
C 0.269 -3.218 3.830 -0.1503
C 0.434 -1.936 4.347 -0.3262
Sb 0.941 -0.307 2.983 1.5364
C 2.671 0.409 4.065 -0.3133
C 2.854 1.740 4.416 -0.1343
C 4.018 2.162 5.039 -0.0712
C 5.015 1.245 5.318 -0.0688
C 4.848 -0.078 4.946 -0.0423
C 3.692 -0.521 4.309 -0.2962
C 3.610 -1.966 3.892 -0.0555
C -1.089 0.456 3.302 -0.3199
C -1.987 -0.522 2.870 -0.1709
C -3.351 -0.294 2.843 -0.0825
C -3.837 0.944 3.239 -0.0777
C -2.956 1.916 3.674 -0.0430
C -1.577 1.693 3.715 -0.3085
C -0.690 2.794 4.227 -0.0475
H 0.036 -0.393 7.395 0.0833
H -0.265 0.376 5.831 0.0623
H 1.385 -0.026 6.321 0.0750
H -0.374 -2.625 7.559 0.1124
H -0.683 -4.875 6.615 0.1064
H -0.261 -5.265 4.202 0.1031
H 0.467 -3.402 2.781 0.0631
H 2.099 2.476 4.186 0.0702
H 4.138 3.205 5.304 0.1084
H 5.928 1.557 5.809 0.1074
H 5.639 -0.793 5.144 0.1128
H 2.955 -2.531 4.554 0.0775
H 4.598 -2.425 3.922 0.0855
H 3.225 -2.055 2.873 0.0440
H -1.605 -1.503 2.593 0.0761
H -4.029 -1.076 2.525 0.1061
H -4.901 1.144 3.222 0.1066
H -3.334 2.880 3.997 0.1184
H -1.117 3.246 5.122 0.0936
H -0.589 3.581 3.476 0.0840
H 0.296 2.409 4.463 0.0332
```


What are the HOMO level values for these records? In order: -5.935, -10.137 eV.